C108H206N8O26 | ωB97M-V/def2-TZVPD

Geometry as XYZ:
```
348
Properties=species:S:1:pos:R:3:forces:R:3
O 0.658 -1.555 -0.803 -1.151 -1.445 -0.790
O -5.978 3.211 4.110 0.816 -0.510 1.544
O 6.970 4.779 -3.572 -0.174 -0.112 -0.279
O 5.602 -8.838 -2.152 2.610 -0.287 -0.544
O -4.094 -2.173 8.215 0.224 0.019 -0.985
O -2.836 -2.878 -3.960 0.792 1.615 0.870
O 1.029 4.109 -7.626 1.316 -0.338 0.284
O -6.386 2.545 -5.745 -2.510 -0.184 0.478
O 4.343 -2.591 6.115 -1.056 0.685 0.979
O 1.592 2.839 5.635 -0.753 0.589 0.036
O 2.943 -5.705 3.507 -1.422 -1.355 -0.511
O 1.451 -7.476 3.357 0.299 2.247 2.019
O 4.442 -3.769 -1.485 4.375 1.911 -1.690
O -5.764 -2.661 6.668 5.386 0.074 1.747
O 2.302 3.528 -5.867 -2.087 0.400 -1.718
O 4.724 1.741 1.900 1.400 2.298 2.817
O 5.998 3.537 2.457 0.211 -0.027 -1.462
O -0.324 -6.833 -2.764 -3.612 -0.796 2.663
O -3.054 -7.790 -0.062 -0.998 0.237 0.438
O 8.495 -4.986 1.515 -1.723 2.419 2.977
O 3.807 -0.582 6.924 -0.456 -0.973 0.498
O 3.585 -8.458 -1.637 -1.369 1.023 0.594
O 6.660 -3.791 -2.274 -3.467 -0.521 0.209
O 0.766 8.739 -0.801 0.863 0.602 1.360
O -0.258 -5.969 -0.560 0.540 -1.842 -3.701
O 7.989 -3.773 3.469 1.265 -1.001 0.491
N -6.757 3.390 3.022 -3.148 1.011 -3.881
N -4.185 -6.900 -0.043 -1.181 1.039 -0.062
N -0.076 7.775 -1.238 -0.654 -1.991 -1.237
N 7.488 4.285 -2.380 0.111 -2.004 1.087
N -5.102 2.348 -5.478 6.142 -1.222 -0.129
N 0.683 3.902 5.402 -0.464 1.312 -1.459
N 0.981 -0.892 0.352 1.465 3.117 2.936
N -3.611 -3.745 -4.663 -0.027 -2.352 -2.260
C -4.962 1.129 -7.735 0.579 1.188 0.123
C -0.976 0.838 0.125 0.513 -1.170 0.017
C -8.789 3.512 4.257 -0.763 1.265 2.750
C -1.490 8.153 -1.376 0.469 -0.654 -1.320
C 9.047 5.889 -1.230 -0.911 0.932 -0.956
C -4.927 4.377 1.666 -0.382 0.386 0.655
C -4.054 3.658 -7.264 -2.186 -0.755 -0.406
C -2.854 1.715 -6.484 1.049 -0.388 -1.273
C 5.346 2.785 -2.209 0.043 2.232 -1.435
C -4.016 -4.778 -6.881 -1.911 0.218 -1.129
C 3.527 3.838 -5.357 2.837 0.095 -0.424
C 8.505 2.878 -0.034 -1.189 0.765 -0.412
C -3.063 -2.574 -6.899 0.871 2.031 0.556
C 0.420 6.375 -1.210 0.004 -0.644 -1.676
C 6.461 3.574 -1.557 1.689 -0.060 3.675
C 1.253 5.975 0.021 0.261 1.572 -0.041
C 0.255 -6.227 -1.680 -1.646 1.426 1.634
C -3.070 -5.199 1.300 0.935 0.003 -0.615
C 0.764 -1.620 1.668 -0.396 0.104 1.107
C 1.378 5.083 4.826 1.772 1.488 0.393
C -8.934 3.133 1.867 1.293 0.657 -2.112
C 1.515 -5.705 -2.157 1.774 0.669 -0.532
C 3.486 -1.736 6.762 0.890 1.212 -2.083
C 5.504 -3.164 -1.816 -2.052 -1.197 1.997
C -5.530 -5.187 1.444 0.491 -2.475 -0.436
C -0.770 -1.982 1.915 0.821 0.634 -0.430
C -1.239 2.947 6.489 -0.565 -1.111 0.511
C -4.526 2.421 -4.077 -1.908 -1.533 -0.786
C -4.152 -7.084 2.575 -0.703 0.642 -1.415
C 0.599 0.554 0.250 -0.805 2.269 0.133
C 3.430 4.777 -7.579 0.473 -2.374 0.920
C 5.200 2.442 4.364 0.063 1.116 -1.023
C 0.272 4.201 7.912 -0.407 0.896 -0.198
C 2.200 -6.614 1.312 0.405 0.233 2.176
C -0.300 4.128 6.467 -0.570 -0.167 1.387
C 1.158 1.288 1.527 -0.523 -0.288 0.626
C -3.115 -3.865 -6.067 0.180 -0.142 -1.679
C -2.115 -2.885 7.050 -0.510 1.072 -0.511
C 0.616 -7.955 2.310 -0.349 -1.101 1.038
C -5.319 1.868 1.691 0.005 -0.763 0.617
C 3.704 -3.853 5.952 0.487 -1.310 -0.718
C -5.528 -4.405 -6.827 0.774 -0.106 2.429
C -6.036 3.260 1.758 2.189 -1.293 -1.677
C -2.366 7.320 -0.440 -1.165 -1.315 -1.216
C 1.609 -2.870 1.705 -1.034 -1.388 -1.377
C 5.827 3.854 4.797 -0.696 -0.417 -1.850
C 2.144 -2.399 6.989 0.298 -0.476 -0.384
C 8.909 4.532 -2.052 -0.280 1.274 1.335
C 6.918 -7.888 -0.364 -0.061 0.587 0.075
C -1.155 5.386 6.251 1.760 0.683 -0.739
C -5.920 -4.426 -5.290 0.100 -0.568 -2.341
C 2.582 5.502 5.740 -0.462 0.128 1.119
C -4.237 3.855 -3.683 -0.970 0.153 0.711
C 4.734 -8.262 -1.372 -0.938 -0.696 1.600
C 4.245 4.859 -6.290 -1.363 1.058 0.875
C -5.606 1.773 -3.085 0.643 1.298 -0.447
C -6.876 3.386 0.408 -1.167 -0.079 1.902
C 7.800 -2.939 -2.383 -1.608 -0.829 0.750
C -5.382 -3.949 -2.933 0.026 0.729 -0.001
C 5.395 -7.603 -0.118 1.995 -0.468 -2.139
C -4.283 2.154 -6.745 -0.193 2.034 0.472
C 5.854 4.667 -0.623 -0.774 -0.110 0.509
C -5.329 -7.809 -2.098 1.177 -0.608 0.327
C -5.645 -9.040 0.089 0.054 1.444 -1.536
C 6.229 -2.493 2.701 -1.580 0.919 1.747
C 9.773 4.587 -3.320 -0.411 0.024 0.601
C 6.658 4.264 3.509 -1.255 -1.783 1.472
C -8.266 2.790 0.495 -0.390 -0.986 1.939
C 1.264 1.253 -1.063 0.092 -0.920 1.378
C 2.115 4.107 -7.101 -1.612 1.602 -0.230
C -0.300 6.662 5.983 -0.390 -1.901 -0.543
C 9.382 3.424 -1.134 0.611 -1.452 0.433
C 1.775 4.839 3.374 0.146 -2.136 -0.187
C -6.587 -6.575 -0.438 -0.870 -1.398 0.593
C -4.265 -6.144 1.275 0.004 -0.105 1.061
C 1.723 -6.439 -3.484 2.420 0.844 -1.100
C 0.834 0.584 2.835 1.037 -0.156 0.210
C -5.554 -2.083 -4.539 0.664 0.289 -0.422
C -4.535 -2.664 7.006 -3.977 0.480 -1.472
C 2.252 -6.466 2.847 0.940 -0.100 0.030
C -6.805 -5.909 0.945 0.078 1.109 -0.881
C 0.391 -6.933 -3.951 1.445 0.274 -0.028
C -3.346 1.478 -4.025 0.882 -0.885 -1.534
C 7.206 2.420 -0.682 -0.032 0.956 0.440
C 5.748 -1.603 -1.663 1.381 -2.342 -1.938
C -1.796 7.875 -2.962 -1.229 1.493 1.874
C 1.248 6.047 -2.534 -0.209 0.390 -0.118
C -3.363 -3.235 6.167 0.640 0.130 2.120
C -1.865 5.910 -0.133 0.412 0.514 -0.629
C -5.017 -3.545 -4.423 -2.235 0.394 1.333
C -1.675 -4.479 -6.157 -0.960 -1.410 1.440
C -5.428 -7.560 -0.567 1.837 -0.792 0.890
C -2.657 -2.379 8.392 -0.729 -2.160 -0.461
C 7.230 -1.549 -2.277 -0.099 1.971 0.905
C 6.924 -2.940 4.012 0.602 0.767 -1.640
C -8.164 1.238 3.382 0.244 1.674 -0.538
C -1.808 9.645 -1.034 0.016 -1.375 -0.320
C -8.142 2.822 3.139 1.498 -1.815 -0.834
C 7.787 -4.212 2.204 1.026 -1.349 -1.781
C -0.820 5.470 -1.181 -0.557 -0.844 1.268
C 5.219 2.488 2.768 -0.370 -1.169 0.105
C 1.345 -0.869 2.917 -2.152 2.647 -0.402
C 6.532 -3.564 1.711 -0.581 0.097 -0.463
C 1.604 -7.990 1.267 0.431 0.137 -4.046
C 6.928 -8.729 -1.618 1.266 -0.782 -0.385
C 2.214 -3.783 6.301 0.571 0.376 0.370
C 0.504 6.333 4.747 -1.878 0.279 -1.120
C -2.256 1.751 -5.093 -0.121 0.394 1.172
H -1.799 5.630 7.096 -0.205 -0.751 -0.093
H -3.264 4.268 -3.948 -0.186 -0.069 -0.427
H 7.585 -8.295 -2.372 -0.240 0.007 -0.170
H -0.010 3.269 8.400 1.250 -0.027 0.334
H -1.383 0.114 -0.581 -0.057 -0.333 0.044
H 2.158 -2.430 8.078 -1.044 -0.141 0.077
H -6.367 2.509 -2.823 -0.133 0.070 -0.129
H -3.660 -8.023 2.321 0.346 0.230 0.155
H 4.247 -4.558 6.581 -0.024 -0.185 -0.135
H -2.815 8.250 -3.060 -0.436 -0.347 -0.395
H 7.896 -1.009 -1.604 -0.165 0.284 0.139
H 3.270 4.708 6.031 0.045 -0.042 -0.336
H -6.116 0.893 -3.475 0.310 -0.060 -0.153
H -3.868 -5.845 -6.720 -0.067 0.009 0.339
H -4.895 4.926 0.725 -0.072 -0.549 -0.408
H -0.192 6.155 3.928 -0.569 -0.408 -0.056
H 5.160 -8.149 0.795 -0.880 0.933 0.017
H 1.499 -5.840 0.998 0.341 0.055 -0.661
H -6.557 -9.394 -0.391 -0.195 -0.245 0.334
H -5.158 5.185 2.360 -0.172 -0.099 0.351
H 0.993 6.779 -3.301 -0.101 0.103 0.068
H 6.566 2.001 0.094 -0.587 0.377 -0.135
H -1.227 8.568 -3.582 0.488 -0.227 0.196
H 0.002 -6.347 -4.784 -0.584 0.286 0.477
H -2.660 7.780 0.504 0.128 0.508 -0.201
H 0.797 6.487 0.869 -0.175 -0.632 0.493
H -5.142 -7.340 2.951 -0.134 0.021 -0.025
H -1.749 2.661 -4.771 0.080 0.429 -0.706
H 1.193 1.109 3.720 0.691 0.495 -0.232
H 6.605 5.308 3.199 0.292 -0.127 0.376
H -4.909 1.581 2.660 0.292 0.434 0.207
H -5.604 -4.997 2.515 0.025 0.149 0.019
H -7.377 -7.298 -0.642 -0.801 0.200 0.339
H 7.652 3.851 3.678 0.284 0.395 -0.648
H 2.229 1.486 1.493 0.021 0.012 -0.387
H -0.217 -7.291 2.077 -0.045 0.147 0.188
H 9.998 3.572 -3.649 -0.035 0.018 -0.183
H 0.465 6.878 6.728 -0.877 0.556 0.692
H -3.900 -4.585 -7.948 1.243 -0.267 -0.117
H -5.962 1.007 1.510 -0.616 0.270 -0.315
H -3.757 3.756 -8.308 0.940 -0.249 0.134
H 2.345 1.157 -0.961 0.161 -0.718 -0.449
H -2.084 -1.548 8.803 -0.735 0.239 -0.054
H 8.861 5.819 -0.158 -0.233 -0.344 -0.083
H -2.255 2.254 -7.217 0.308 0.911 0.482
H 6.665 -3.204 0.691 -0.109 -0.229 0.039
H 5.173 -2.372 2.942 -0.294 -0.292 -0.339
H -5.092 1.529 -2.155 0.021 -0.183 0.014
H -5.713 -3.396 -7.195 0.223 0.079 -0.147
H 1.441 -4.627 -2.296 -0.750 0.230 -0.424
H -7.004 4.461 0.277 0.194 0.011 -0.685
H -3.002 -4.562 0.419 -0.351 -0.136 -0.346
H -5.972 1.443 -7.999 -0.200 -0.428 0.438
H 2.666 -2.726 1.478 -0.114 0.271 0.034
H -1.965 3.035 7.297 -0.286 0.533 -0.014
H -1.482 0.984 -5.087 -0.030 -0.107 0.397
H 2.336 6.058 -2.467 0.117 0.339 0.597
H 0.505 -7.946 -4.336 -0.561 -0.251 0.495
H 2.427 -8.686 1.428 -0.425 -0.445 -0.013
H -6.144 -8.468 -2.399 -0.355 0.495 -0.232
H -5.899 -5.461 -4.951 0.092 -0.054 0.073
H 8.306 -3.265 -1.474 1.156 0.482 -0.447
H 3.853 3.883 -8.036 0.250 0.051 -0.971
H 1.489 -3.402 2.649 0.090 0.216 0.158
H 1.058 5.082 -3.003 -0.495 -0.318 0.362
H 2.155 5.858 6.677 -0.255 -0.446 0.337
H 0.604 2.182 1.815 0.193 0.839 -1.466
H -4.490 -4.219 -2.367 -0.127 -0.074 0.066
H 5.022 4.589 4.836 -0.135 -0.222 0.335
H -0.224 4.972 8.501 -0.560 0.046 -0.138
H 2.007 5.695 2.741 0.044 0.067 0.444
H -5.099 4.382 -4.093 0.411 0.631 -0.313
H -1.794 2.740 5.574 0.244 0.187 -0.152
H -4.443 -8.367 -2.402 0.276 -0.259 0.539
H 7.442 1.568 -1.320 -0.006 0.078 -0.513
H -3.472 4.204 -6.520 0.437 -0.219 -0.369
H -1.197 -4.471 -7.136 0.062 1.010 0.209
H 8.323 6.575 -1.668 -0.738 -0.136 0.266
H 2.257 6.400 -0.003 0.122 0.070 -0.308
H -1.494 0.693 1.073 0.109 -0.065 0.048
H -6.601 1.618 -5.615 -1.909 0.050 -0.361
H 2.410 -0.938 3.137 0.153 0.085 -0.836
H -1.087 -4.231 -5.273 0.537 0.810 -0.540
H 2.086 -5.742 -4.239 0.456 -0.012 0.084
H -6.171 -4.683 -2.768 0.408 -0.604 -0.770
H -8.244 1.701 0.461 0.203 -0.171 -0.599
H 4.175 2.334 4.716 0.043 -0.108 -0.033
H 1.272 4.636 7.928 0.450 -1.155 0.253
H -1.457 -3.730 7.249 0.142 0.220 -0.431
H -3.843 -2.293 -7.606 -0.537 -0.544 0.347
H 1.875 -4.615 6.919 0.299 0.129 0.241
H 7.330 -1.001 -3.214 -0.508 -0.136 -0.102
H -0.537 4.451 -0.918 0.550 -0.061 0.221
H -5.883 -3.107 -2.455 0.522 0.355 0.231
H 1.361 -1.816 6.503 0.030 0.405 0.756
H -1.741 6.854 -3.340 0.176 0.151 0.373
H -3.266 7.087 -1.008 -0.555 0.776 0.066
H -6.501 2.813 -0.440 1.246 0.777 0.129
H -8.890 4.207 1.683 -1.031 0.512 1.067
H -2.156 -2.470 -7.496 0.149 -0.560 -0.080
H 2.073 3.122 6.416 0.440 -0.211 0.497
H -6.946 -4.064 -5.225 0.008 -0.097 0.438
H 1.001 4.230 2.908 -0.729 0.602 -0.144
H 0.960 7.221 4.309 1.086 -0.141 0.469
H -1.134 7.338 5.797 0.920 1.099 0.168
H 5.808 2.211 -3.012 -0.616 -0.512 -0.075
H -1.601 -2.012 6.649 0.416 -0.463 -0.585
H -7.776 0.823 2.452 -0.625 -0.489 0.072
H -6.643 -6.007 -1.366 0.371 0.899 0.684
H 2.303 -5.613 -1.409 0.246 -1.097 -0.053
H 1.650 -3.912 5.378 -0.184 0.645 0.050
H -9.927 2.686 1.833 -0.092 0.387 0.583
H -2.557 -3.264 9.021 -0.202 0.437 0.798
H 3.228 -6.599 0.950 -0.360 0.647 -0.322
H 10.281 3.611 -0.546 0.688 0.639 -1.016
H 4.998 4.333 -0.036 0.330 -0.798 0.566
H -3.647 -6.503 3.347 0.184 -0.296 0.046
H -7.281 -6.600 1.641 0.748 -0.413 0.213
H 8.246 -3.209 -3.340 0.471 0.270 0.356
H 2.537 4.065 3.281 0.854 0.336 0.248
H -1.737 -5.558 -6.012 -0.540 -0.363 0.184
H -0.880 -2.578 2.821 0.141 -0.800 -0.452
H -8.474 3.128 5.228 -0.299 -0.761 0.101
H -1.140 -2.368 0.965 -0.034 -0.932 0.299
H -4.837 -9.634 -0.339 0.079 -0.096 0.287
H -6.357 3.893 4.670 0.580 0.131 0.620
H 9.509 2.549 -1.771 0.614 -0.135 -0.188
H -1.499 -1.193 2.105 0.660 0.817 0.004
H 3.474 5.614 -8.276 -0.656 -0.185 0.310
H -8.890 3.180 -0.308 -0.065 -0.191 -0.021
H 6.491 -1.469 2.434 0.654 -0.178 -0.180
H -2.627 0.787 -7.008 -0.621 -1.099 0.874
H -8.528 4.551 4.453 0.329 0.456 -1.020
H -9.878 3.563 4.235 -0.046 -0.572 -0.121
H 6.591 5.132 0.031 0.073 -0.350 0.092
H -1.690 5.252 5.310 -0.583 -0.028 0.184
H 9.881 6.584 -1.328 1.061 -0.942 -0.205
H 7.339 -9.713 -1.395 -0.403 -0.297 -0.262
H -5.202 -6.901 -2.687 -0.660 0.177 0.166
H 0.252 -8.948 2.572 -0.117 0.185 0.271
H -9.204 1.017 3.622 0.069 -0.529 -0.312
H 1.170 -3.526 0.953 0.391 -0.476 -0.245
H 7.429 -8.314 0.499 -0.333 -0.511 -0.105
H -3.649 0.492 -4.378 -0.736 -0.319 0.693
H -1.565 6.015 0.910 0.647 -1.098 -0.034
H 3.148 6.419 5.574 0.180 -0.185 -1.328
H -1.602 10.246 -1.920 0.178 0.490 0.556
H -0.228 0.745 3.020 -0.458 -1.021 -0.224
H -5.324 -4.238 0.948 -0.288 -0.109 -0.285
H 4.632 2.277 -1.561 0.837 -0.422 0.326
H 3.805 -4.108 4.897 0.220 -0.285 0.227
H 6.818 3.910 -3.950 -0.292 0.368 -1.254
H 3.430 4.216 -4.339 0.199 -0.396 -0.015
H 0.886 -1.038 3.891 -0.360 -1.726 -0.137
H -0.721 2.048 6.823 0.351 -0.208 -0.543
H 6.381 -3.444 4.812 -0.223 -0.410 -0.615
H -2.249 -3.425 -3.433 0.015 -0.078 0.239
H -1.343 1.782 -0.278 0.821 0.448 0.086
H 4.134 2.945 -5.504 0.157 -0.384 1.126
H 1.125 -8.105 0.295 0.285 -0.619 -0.170
H 5.770 1.564 4.668 0.080 0.110 0.127
H -5.004 4.191 -7.307 -0.435 -0.079 0.338
H 5.346 -6.531 -0.311 -1.014 0.117 1.191
H -2.687 5.204 -0.249 -0.040 0.000 0.580
H -4.515 1.718 0.970 0.071 0.692 -0.198
H 1.196 2.330 -1.219 -0.841 0.212 0.870
H -3.241 -2.890 5.140 -0.559 0.021 0.207
H 1.374 4.899 0.141 -0.390 0.074 0.072
H 7.310 -2.026 4.464 0.666 -0.359 0.144
H 0.509 8.662 0.120 1.069 1.150 0.799
H 4.963 -1.197 -2.300 0.282 0.418 -0.063
H 5.615 -1.198 -0.660 0.167 -0.393 -0.002
H 9.046 2.087 0.484 -0.098 -0.267 -0.153
H 10.700 5.092 -3.048 0.026 -0.039 -0.284
H 5.699 -4.265 1.765 0.156 -0.394 -0.424
H 4.739 3.606 -2.590 -0.401 -0.333 -0.945
H -2.140 -5.768 1.281 0.170 0.036 0.293
H -2.349 -7.179 -0.290 0.457 0.061 -0.327
H -7.576 -5.139 0.914 -0.198 0.117 -0.541
H -4.473 1.052 -8.706 0.519 0.610 -0.038
H -1.361 9.943 -0.085 0.657 0.275 -0.413
H 6.371 3.873 5.742 0.094 -0.179 -0.255
H 0.825 0.867 -1.983 0.333 -0.376 -0.162
H 2.412 -7.283 -3.462 0.164 0.262 0.508
H -2.938 -1.715 -6.239 -0.226 0.188 0.275
H -3.910 4.069 1.910 -0.095 -0.351 -0.030
H -4.376 4.008 -2.612 0.318 -0.202 0.342
H -2.977 1.389 -3.003 0.247 0.131 -0.047
H 5.308 4.627 -6.357 -0.155 0.285 -0.139
H -5.679 -9.190 1.168 -0.029 0.507 -0.066
H -1.349 5.240 -2.106 0.138 0.852 -0.380
H 9.232 5.128 -4.096 0.295 0.043 -0.009
H -4.819 0.110 -7.375 -0.680 0.016 0.533
H 8.320 3.629 0.735 -0.221 0.195 0.065
H -5.202 -1.536 -5.413 0.220 -0.103 -0.186
H -3.027 -4.481 2.119 -0.285 -0.368 0.442
H -3.516 -4.313 6.214 -0.066 -0.062 -0.430
H -2.860 9.689 -0.752 -0.265 -0.007 -0.658
H 5.332 5.517 -1.062 0.537 0.067 -1.263
H -7.520 0.852 4.172 -0.003 0.492 0.200
H 7.548 -7.023 -0.571 -0.598 0.506 0.160
H 4.057 5.840 -5.855 0.596 0.217 0.014
H -6.640 -2.088 -4.626 -0.024 -0.097 0.289
H 1.006 -0.947 -1.459 0.242 -0.296 -0.376
H -6.072 -5.083 -7.485 -0.253 -0.131 0.397
H -5.266 -1.497 -3.666 0.030 0.019 -0.059
```
Positions in Å, forces in eV/Å.

Output
Kohn-Sham gap (Ha): 0.272
Multiplicity: 1
E_tot (eV): -180469.2912

Mulliken atomic charge list, values in e, 2 entries: -0.2724, -0.3524